C38H27Co2O7PS | ωB97M-V with the def2-TZVPD basis set

The geometry in XYZ format:
```
76
Properties=species:S:1:pos:R:3:forces:R:3:mulliken_charge:R:1
C -2.962731 -1.017623 1.906075 0.201 0.017 -0.025 -0.3987
C -2.483230 0.278682 1.677992 0.118 -0.213 0.031 -0.4316
C -1.103801 0.515147 1.621704 -0.391 -0.307 0.067 -0.1464
C -0.223345 -0.545705 1.795843 0.232 -0.809 -0.125 0.0370
S 1.588801 -0.245105 1.706510 -0.925 3.494 0.355 0.8919
O 2.134245 -0.831451 2.917838 0.399 -1.918 1.377 -0.7572
O 2.028769 -0.795427 0.431181 0.155 -1.705 -1.384 -0.6799
C -0.675929 -1.832410 2.029854 -1.149 -0.154 0.041 -0.6533
C -2.058523 -2.074202 2.082136 0.322 0.130 -0.020 -0.4026
H -4.039660 -1.207808 1.942737 0.331 0.075 -0.002 0.3127
H -3.186336 1.102574 1.538905 0.170 -0.198 0.043 0.3508
H -0.717393 1.517340 1.446471 0.038 -0.125 0.010 0.4606
H 0.040606 -2.641725 2.173592 -0.087 0.200 -0.030 0.3119
H -2.424755 -3.089286 2.257062 0.022 0.265 -0.031 0.3193
O 0.063256 5.102550 -0.733327 1.311 0.171 0.839 -0.4644
C 0.941402 5.243627 0.007043 -1.957 -0.606 -0.936 -0.2281
Co 2.213407 5.517476 1.174022 0.633 3.753 -3.127 0.2758
C 3.525523 5.829741 0.023059 1.040 1.307 -1.369 0.0662
O 4.217161 6.233229 -0.813899 -0.634 -0.603 1.145 -0.4325
C 1.621301 7.145337 1.451969 -0.623 2.035 0.419 1.0246
O 1.169872 8.212753 1.476747 0.449 -1.153 -0.126 -0.4973
C 2.056167 4.518886 2.667838 -0.980 -2.420 1.533 -1.1471
C 2.396273 3.788021 1.527389 0.306 -3.723 1.397 1.0079
C 2.645434 2.588633 0.953601 -0.130 1.163 0.214 0.1148
C 3.410947 2.539532 -0.284153 -0.040 -0.013 -1.046 0.5804
C 2.935091 1.789483 -1.384859 0.087 0.342 0.109 -0.3307
C 3.558607 1.877114 -2.622791 0.192 -0.118 0.202 -0.5691
C 4.719822 2.642083 -2.778331 -0.054 0.234 0.077 -0.4948
C 5.234144 3.351373 -1.688706 -0.083 -0.370 -0.138 -0.4263
C 4.599530 3.287480 -0.452977 -0.151 -0.656 0.284 -0.3243
Co 3.769183 5.186680 3.083430 0.251 0.282 -0.203 0.3438
C 5.369842 5.318591 2.398061 1.209 -0.509 -0.119 0.1001
O 6.471645 5.404423 2.030742 -0.644 0.140 0.137 -0.5673
C 3.846410 4.076237 4.398216 0.480 -0.952 0.350 -0.2048
O 3.897523 3.360618 5.312829 -0.188 0.751 -0.654 -0.5357
P 3.517144 6.990939 4.097147 -0.109 -0.316 0.363 1.5512
C 4.038594 8.562586 3.312789 0.047 0.488 0.315 0.1368
C 3.999996 9.769665 4.030001 0.169 0.246 -0.589 -0.4525
C 4.383058 10.962423 3.405596 -0.017 -0.269 0.060 -0.6826
C 4.858156 10.941067 2.089111 -0.023 -0.186 0.036 -0.5411
C 4.958186 9.732276 1.395654 -0.118 -0.037 0.239 -0.8146
C 4.536831 8.545169 2.004066 0.031 0.103 0.042 0.1416
C 1.775925 7.222387 4.633103 0.092 0.646 0.215 0.3187
C 1.059475 8.395075 4.369689 -0.294 -0.233 0.495 -0.6995
C -0.292867 8.477135 4.712943 0.090 -0.144 0.072 -0.5522
C -0.927036 7.395625 5.330383 0.057 0.048 -0.082 -0.6341
C -0.216088 6.224022 5.602668 0.481 0.130 -0.014 -0.7284
C 1.139461 6.141171 5.264378 -0.315 0.083 -0.030 -0.7500
C 4.449187 7.037741 5.684435 -0.091 0.479 0.181 0.4178
C 3.814153 7.121149 6.932044 0.452 -0.078 0.103 -0.1675
C 4.560155 6.986883 8.109380 0.155 0.031 -0.253 -0.6221
C 5.944460 6.805421 8.045609 -0.139 0.028 -0.090 -0.4758
C 6.590092 6.775110 6.803971 -0.323 0.160 -0.241 -0.6281
C 5.847347 6.900734 5.624585 0.004 -0.057 0.436 -0.4069
H 1.231454 4.359594 3.354630 -0.204 0.127 -0.274 0.6252
H 2.148992 1.665786 1.321684 0.792 0.801 0.156 -0.5903
H 2.053754 1.161931 -1.240486 0.256 0.169 -0.054 0.3608
H 3.140344 1.331959 -3.468311 0.145 0.051 0.107 0.3531
H 5.221698 2.682101 -3.744045 -0.096 0.047 0.123 0.3306
H 6.135927 3.953952 -1.798883 -0.136 -0.162 0.005 0.3914
H 5.057480 3.741248 0.435085 -0.358 -0.026 -0.483 0.6256
H 3.659682 9.773884 5.068515 0.080 0.005 -0.298 0.4500
H 4.309615 11.904911 3.951357 0.074 -0.213 -0.159 0.3655
H 5.159750 11.868694 1.602154 -0.056 -0.175 0.134 0.3555
H 5.358572 9.700079 0.379342 -0.157 0.057 0.315 0.4345
H 4.598106 7.592698 1.462908 -0.071 0.491 0.341 -0.2860
H 1.567538 9.253539 3.932762 -0.264 -0.284 -0.038 0.4219
H -0.844897 9.393749 4.496828 0.090 -0.256 0.081 0.3600
H -1.979063 7.464407 5.607237 0.198 -0.008 -0.113 0.3369
H -0.696215 5.368079 6.082293 0.077 0.304 -0.145 0.4222
H 1.706229 5.229263 5.489198 -0.240 0.390 -0.181 0.4907
H 2.738732 7.294848 6.987902 0.305 -0.140 -0.017 0.2539
H 4.052556 7.030241 9.074718 0.164 -0.013 -0.224 0.3798
H 6.524384 6.697029 8.962826 -0.140 0.008 -0.205 0.3338
H 7.674191 6.657449 6.746579 -0.306 0.016 0.048 0.3723
H 6.351582 6.887915 4.652453 -0.212 -0.119 0.328 0.2962
```
Positions in Å, forces in eV/Å.

Computed properties:
HOMO = -1.033 eV
2S+1 = 1
Lowest unoccupied orbital energy = 4.07 eV
Total charge = -2

C13H12AsF3N3O4ReS4Se | ωB97M-V with the def2-TZVPD basis set

The geometry in XYZ format:
```
42
Properties=species:S:1:pos:R:3:forces:R:3:mulliken_charge:R:1
Re -0.875841 -0.052966 -1.570168 0.053 0.461 0.337 1.1663
S 3.094945 -2.557267 -3.472975 -0.160 0.182 -0.124 -0.0902
As 1.741946 -1.129372 -3.107943 0.275 -0.186 0.148 0.3926
S -1.364281 -0.313651 -3.627898 -0.160 -0.257 -0.526 0.1038
S 0.011971 2.027163 -1.651706 0.032 0.281 0.009 -0.1873
S 0.111479 -1.258886 -4.693901 -0.003 0.082 -0.090 -0.0598
O -1.216019 -3.877728 -0.778941 -0.082 -0.094 -0.010 -0.3666
C -0.352403 -3.125884 -0.588230 -0.001 0.335 0.044 0.0980
O -0.706315 -1.642546 -0.791360 0.161 -0.450 0.437 -0.5411
C 1.059542 -3.265056 -0.217840 -0.088 -0.131 -0.099 0.3821
C 1.871918 -2.192702 0.150006 0.006 -0.063 0.032 -0.3540
C 3.210509 -2.412620 0.408669 0.047 0.056 0.037 -0.4090
C 3.702009 -3.700626 0.297266 0.017 0.024 0.025 0.0719
C 2.913556 -4.782292 -0.040697 0.057 -0.058 0.023 -0.5055
C 1.571915 -4.560469 -0.300104 -0.029 0.005 -0.058 -0.6277
N 5.152624 -3.923518 0.554371 -0.067 0.029 -0.067 1.0040
O 5.526339 -5.068780 0.598282 0.005 -0.089 0.002 -0.5577
O 5.836969 -2.934390 0.685465 -0.005 0.064 0.035 -0.5733
H 1.465676 -1.197811 0.252819 -0.027 0.052 0.023 0.4993
H 3.881652 -1.614551 0.691667 -0.008 -0.003 0.003 0.5047
H 3.351994 -5.769029 -0.096206 -0.020 0.011 -0.005 0.5362
H 0.921997 -5.378653 -0.581055 0.014 0.006 0.008 0.5114
C -1.587593 1.708882 3.056704 -0.007 0.027 -0.028 -0.9096
N -1.864519 2.833240 2.153285 0.063 -0.172 -0.014 0.2104
C -2.926459 3.683121 2.293608 -0.025 0.083 -0.007 -0.3560
C -2.847865 4.592754 1.288340 -0.080 0.036 0.078 -0.4420
N -1.730171 4.295192 0.558705 0.061 -0.043 -0.119 0.2061
C -1.266154 5.071508 -0.595531 0.012 -0.019 -0.003 -1.0126
C -1.151642 3.201584 1.077695 -0.013 0.080 0.072 0.1127
Se 0.480724 2.410454 0.520107 -0.098 -0.215 -0.169 0.1204
H -2.007088 1.946043 4.029426 -0.018 0.013 0.002 0.3540
H -0.516832 1.574518 3.165859 0.035 0.008 -0.004 0.3859
H -2.044296 0.802102 2.671667 -0.036 -0.033 -0.053 0.3054
H -3.633205 3.585943 3.100456 0.014 0.001 -0.031 0.4881
H -3.480589 5.430860 1.048199 0.019 -0.034 0.004 0.4884
H -1.587162 6.099849 -0.463313 -0.013 0.016 0.007 0.3287
H -1.689589 4.669772 -1.512826 -0.018 -0.017 -0.004 0.3605
H -0.180355 5.043999 -0.637252 0.009 -0.008 0.018 0.4419
F -2.958764 0.708338 0.234459 0.044 0.066 0.137 -0.1571
C -2.882108 0.364504 -1.079115 0.111 0.011 0.094 0.3849
F -3.666708 -0.685657 -1.255385 -0.099 -0.174 -0.062 -0.1440
F -3.371808 1.394629 -1.774609 0.018 0.118 -0.104 -0.1641
```
Positions in Å, forces in eV/Å.

Computed properties:
HOMO = -15.033 eV
2S+1 = 1
Lowest unoccupied orbital energy = -8.92 eV
Total charge = +2

C9H15O15PbS2 | ωB97M-V with the def2-TZVPD basis set

The geometry in XYZ format:
```
42
Properties=species:S:1:pos:R:3:forces:R:3:mulliken_charge:R:1
Pb 0.332752 -0.976528 0.069927 3.540 -3.276 2.253 1.7848
C 2.082144 -0.026685 3.266494 0.556 -1.586 -0.153 -0.9323
O 1.769083 -0.893337 2.262599 -0.781 1.126 -0.399 -0.6259
H 1.489257 -0.136007 4.201761 -1.105 0.717 -0.137 0.2468
H 3.023056 -0.320249 3.787722 0.798 0.033 -0.465 0.2363
H 2.260279 1.021629 2.958083 -0.387 0.482 0.267 0.1648
S 0.075650 -3.906542 1.148527 3.037 0.815 1.732 1.1175
O -0.256009 -5.242150 0.664237 -1.253 -0.515 -0.084 -0.7421
O 1.210428 -3.353508 0.393985 0.619 0.974 -2.055 -0.6331
O -0.982021 -2.857012 0.925130 -2.044 0.073 -0.002 -0.7024
O 0.546602 -3.875980 2.549745 -1.676 -0.953 0.319 -0.7220
S 3.789920 -1.661559 -1.297088 2.229 -1.496 1.126 1.0555
O 4.096323 -2.327264 -0.016924 0.145 0.160 -0.851 -0.7272
O 4.783875 -0.586316 -1.541668 0.615 1.381 -0.125 -0.8991
O 3.842037 -2.537273 -2.466976 -0.305 -0.928 -0.682 -0.7901
O 2.451874 -1.052501 -1.202064 -2.597 1.602 -0.087 -0.6817
C 4.076486 1.593714 0.368831 -0.244 -0.637 0.561 -0.8291
C 2.875691 2.380281 -0.132167 1.276 1.061 1.183 0.4359
C 2.874828 3.017877 -1.503297 1.481 -0.147 -0.867 -0.4590
O 1.670929 2.528072 -2.079931 0.477 0.843 -1.150 -0.3854
C 1.062720 1.696013 -1.243409 -0.938 -1.415 0.195 0.7229
O 0.019695 1.132643 -1.491546 0.472 1.413 -0.498 -0.6223
O 1.721359 1.534263 -0.103052 -0.113 0.969 -0.703 -0.3137
H 4.864752 2.144052 0.887668 -0.447 0.602 0.214 0.3906
H 4.618079 0.898127 -0.281010 -0.653 -0.010 -0.913 0.2141
H 3.567050 0.917608 1.063960 0.530 -0.159 0.411 0.0389
H 2.666095 3.218375 0.540982 -0.078 -0.288 0.560 0.1961
H 3.816721 2.822009 -2.031743 -0.535 -1.556 -0.507 0.2893
H 2.996424 4.101121 -1.622274 -1.302 0.366 0.920 0.2769
C -6.580508 -0.079498 0.241193 -0.451 -0.192 -0.450 -1.3912
C -5.495783 -0.374906 -0.789946 -0.533 -0.031 1.632 0.4588
C -4.983030 0.869418 -1.515412 0.108 -2.110 -2.422 -0.5519
O -3.581469 0.600417 -1.574157 0.193 0.288 0.715 -0.2723
C -3.247857 -0.302760 -0.574454 0.357 0.857 1.241 0.3245
O -2.176908 -0.476291 -0.106139 -1.369 0.363 -1.009 -0.2684
O -4.371763 -0.832130 -0.042544 0.196 0.373 -0.304 -0.3562
H -7.598119 -0.129841 -0.154547 0.074 -0.014 -0.301 0.3507
H -6.450329 0.935543 0.614454 0.132 -0.163 0.390 0.3410
H -6.527578 -0.834055 1.024223 0.106 0.220 0.174 0.3400
H -5.709237 -1.253731 -1.401439 -0.520 0.538 -0.602 0.3586
H -5.317439 1.869564 -1.242107 0.542 -0.074 0.944 0.3008
H -5.306048 0.755406 -2.555639 -0.154 0.295 -0.070 0.2605
```
Positions in Å, forces in eV/Å.

Computed properties:
HOMO = 2.311 eV
2S+1 = 1
Lowest unoccupied orbital energy = 5.03 eV
Total charge = -3

C6H13NO2 | ωB97M-V with the def2-TZVPD basis set

The geometry in XYZ format:
```
22
Properties=species:S:1:pos:R:3:forces:R:3:mulliken_charge:R:1
C -2.243462 -0.250855 -2.568156 1.117 0.696 -1.065 -0.5660
O -0.923737 0.411334 -2.628960 0.221 -0.673 -0.264 -0.3324
C -0.362904 0.661352 -1.476491 1.119 -3.227 2.718 -0.2158
N 0.126131 -0.555716 -0.495572 -1.685 4.902 -2.688 0.5078
O -0.436611 -1.647948 -0.524940 -0.694 -1.366 -0.692 -0.6807
C 0.592922 -0.043932 0.823135 2.909 -2.098 0.834 1.2935
C -0.452479 0.767728 1.512061 -1.168 0.061 2.198 -1.4357
C 0.978863 -1.342853 1.654083 -0.062 0.232 1.056 -1.4018
C 1.882755 0.719821 0.568356 2.370 0.194 0.675 -1.5996
H -2.102301 -1.167592 -1.924868 -0.901 1.285 -0.371 0.2843
H -2.387672 -0.542750 -3.654883 -0.269 0.297 1.466 0.1876
H -2.833310 0.678228 -2.293658 -0.352 -2.043 0.074 0.2990
H 0.238967 1.545048 -1.445856 0.668 0.119 0.107 0.3501
H -0.400341 1.642067 0.905411 -1.036 1.082 -0.107 0.4233
H -1.521674 0.312002 1.605696 2.033 0.684 -0.517 0.2826
H -0.136754 1.085460 2.575460 -0.311 -0.652 -1.579 0.3563
H 1.898584 -2.027006 1.416720 -1.977 1.464 -0.387 0.2934
H -0.008905 -1.785625 1.537436 0.545 -1.384 0.540 0.4278
H 1.119308 -1.104655 2.757181 -0.248 0.167 -1.373 0.3464
H 2.468042 0.277898 -0.272989 -0.820 0.579 0.173 0.4339
H 1.874654 1.821916 0.540675 -0.510 -0.346 -0.560 0.3712
H 2.629925 0.546080 1.390159 -0.949 0.027 -0.236 0.3750
```
Positions in Å, forces in eV/Å.

Computed properties:
HOMO (spin up / spin down) = -7.743 / -8.022 eV
2S+1 = 1
Lowest unoccupied orbital energy (spin up / spin down) = 0.66 / 0.45 eV

no.,electronic energy (Eh)
1,-5495.944911
2,-7574.989810
3,-2469.608082
4,-441.441395